{"formula": "C26H48AsBrN5O4PS3TeV", "method": "the ωB97M-V functional and the def2-TZVPD basis", "gap_ev": [6.16, 5.58], "mol_weight_g_mol": 955.25, "spin_multiplicity": 2, "e_homo_ev": [-5.942, -5.362], "charge": 0, "species": ["V", "O", "C", "C", "C", "N", "C", "Br", "C", "H", "H", "H", "H", "S", "C", "C", "C", "C", "C", "C", "S", "H", "H", "H", "H", "N", "C", "C", "N", "H", "H", "H", "H", "H", "H", "H", "H", "H", "C", "C", "N", "C", "C", "N", "C", "C", "H", "H", "H", "H", "H", "H", "H", "H", "H", "H", "H", "H", "C", "C", "O", "P", "O", "Te", "O", "C", "C", "H", "H", "H", "H", "H", "H", "H", "H", "H", "H", "C", "As", "C", "C", "S", "H", "H", "H", "H", "H", "H", "H", "H", "H"], "positions_angstrom": [[-0.0256, -0.0649, -0.0365], [-2.7465, 4.0688, 3.8807], [-2.0730, 3.2772, 3.0343], [-2.5923, 2.8063, 1.8474], [-1.8088, 1.9986, 1.0574], [-0.5328, 1.6187, 1.3311], [-0.0606, 2.1315, 2.4807], [1.7402, 1.8987, 3.0282], [-0.7765, 2.9308, 3.3540], [-3.6109, 4.2743, 3.5107], [-3.5906, 3.0719, 1.5150], [-2.2115, 1.6265, 0.1300], [-0.3168, 3.3022, 4.2577], [-2.6248, -1.8142, -1.6198], [-1.5257, -2.7015, -2.6913], [-2.0350, -3.2246, -3.8829], [-1.2095, -3.8844, -4.7827], [0.1420, -4.0214, -4.4897], [0.6561, -3.4988, -3.3110], [-0.1578, -2.8225, -2.3905], [0.5917, -2.1933, -0.9250], [-3.0886, -3.0912, -4.0971], [-1.6162, -4.2734, -5.7092], [0.8023, -4.5237, -5.1897], [1.7118, -3.6033, -3.0782], [-0.8565, -4.4929, 2.2950], [-1.9114, -3.4636, 2.4492], [-1.2925, -2.1908, 1.9262], [-2.1369, -1.0222, 1.6748], [-1.0708, -5.3247, 2.8246], [0.6455, -3.6142, 2.1566], [-0.8147, -4.7740, 1.3195], [-2.1756, -3.3738, 3.5038], [-2.8197, -3.6991, 1.8913], [-0.8316, -2.4441, 0.9778], [-0.5081, -1.8866, 2.6171], [-2.5858, -0.7145, 2.5263], [-2.8506, -1.2464, 0.9935], [2.3066, 1.8510, -0.5293], [3.2398, 2.6687, -1.4635], [2.6381, 2.8103, -2.7908], [1.2965, 3.3815, -2.6507], [0.3779, 2.4365, -1.8231], [1.1631, 1.2832, -1.2976], [1.7070, 0.5270, -2.4795], [2.5230, 1.4784, -3.3959], [1.8924, 2.4953, 0.2382], [2.8415, 1.0404, -0.0491], [4.2077, 2.1771, -1.5783], [3.4139, 3.6646, -1.0533], [0.8858, 3.5344, -3.6504], [1.3884, 4.3590, -2.1721], [-0.4272, 2.0429, -2.4328], [-0.0680, 2.9599, -0.9840], [0.8632, 0.0874, -3.0020], [2.3246, -0.2774, -2.1047], [2.0478, 1.5888, -4.3729], [3.5292, 1.0872, -3.5519], [1.8707, -4.5083, 4.3260], [2.3544, -4.3590, 2.8988], [1.5956, -3.3565, 2.1827], [2.4980, -1.5831, 1.8000], [1.2927, -0.7376, 1.5257], [4.4357, -1.9157, 0.5716], [2.7597, -1.4294, 3.3638], [4.0204, -1.5930, 4.0737], [4.7084, -0.2575, 4.2489], [2.4971, -5.2270, 4.8620], [0.8366, -4.8593, 4.3466], [1.9154, -3.5457, 4.8413], [2.2865, -5.2992, 2.3555], [3.3937, -4.0382, 2.8700], [4.6661, -2.2845, 3.5412], [3.7616, -2.0224, 5.0384], [5.0135, 0.1365, 3.2795], [5.5963, -0.3770, 4.8743], [4.0295, 0.4592, 4.7218], [-5.1007, 3.3335, -1.8942], [-3.1700, 3.5799, -2.1288], [-3.2420, 5.4627, -2.6856], [-3.0533, 2.8130, -3.9212], [-1.7451, 0.0728, -1.6559], [-5.6477, 3.6761, -2.7730], [-5.4465, 3.8866, -1.0214], [-5.3071, 2.2750, -1.7358], [-3.9668, 5.6115, -3.4881], [-2.2580, 5.7726, -3.0371], [-3.5138, 6.0930, -1.8392], [-3.8393, 3.2109, -4.5676], [-3.1455, 1.7288, -3.8500], [-2.0799, 3.0439, -4.3597]]}

***

{"formula": "C30H34N3", "method": "the ωB97M-V functional and the def2-TZVPD basis", "gap_ev": 5.98, "mol_weight_g_mol": 436.62, "e_homo_ev": -11.216, "charge": 1, "species": ["C", "N", "C", "C", "H", "H", "H", "H", "H", "H", "H", "H", "H", "C", "N", "C", "C", "C", "C", "C", "C", "C", "C", "C", "C", "C", "C", "C", "C", "C", "N", "C", "C", "C", "C", "C", "C", "C", "C", "C", "C", "C", "H", "H", "H", "H", "H", "H", "H", "H", "H", "H", "H", "H", "H", "H", "H", "H", "H", "H", "H", "H", "H", "H", "H", "H", "H"], "positions_angstrom": [[-2.4998, -0.9212, 1.3530], [-2.4357, -0.7849, -0.0972], [-1.0888, -1.0523, -0.6006], [-3.4364, -1.6138, -0.7627], [-3.5230, -0.7222, 1.6892], [-2.2007, -1.9316, 1.6845], [-1.8296, -0.1873, 1.8136], [-1.0600, -0.8843, -1.6826], [-0.3791, -0.3733, -0.1163], [-0.7708, -2.0909, -0.3987], [-3.4445, -1.3823, -1.8346], [-3.2318, -2.6926, -0.6332], [-4.4251, -1.3862, -0.3475], [-8.6880, 0.5744, -4.4417], [-7.5881, 1.5111, -4.7026], [-7.9586, 2.6418, -5.4972], [-8.9331, 3.5354, -5.0239], [-9.3407, 4.6094, -5.8161], [-8.8098, 4.7769, -7.1000], [-7.8631, 3.8679, -7.5870], [-7.4240, 2.8122, -6.7859], [-6.6580, 1.6520, -3.6420], [-5.2798, 1.4721, -3.8897], [-4.3746, 1.4937, -2.8463], [-4.7814, 1.7604, -1.4990], [-3.7934, 1.8186, -0.4724], [-3.7892, 2.6659, 0.6641], [-2.6099, 2.7369, 1.4799], [-2.5967, 3.4239, 2.6740], [-3.7709, 4.0432, 3.1543], [-3.7664, 4.6301, 4.4477], [-4.5239, 3.8881, 5.4637], [-3.8264, 6.0532, 4.5627], [-5.0523, 6.7251, 4.4703], [-5.0836, 8.1190, 4.5621], [-3.9063, 8.8354, 4.8033], [-2.6873, 8.1577, 4.9351], [-2.6412, 6.7720, 4.7968], [-4.9188, 4.0480, 2.3434], [-4.8894, 3.4833, 1.0774], [-6.1838, 1.9079, -1.2725], [-7.0871, 1.8931, -2.3253], [-8.2859, -0.3036, -3.9255], [-9.4700, 1.0357, -3.8214], [-9.1260, 0.2677, -5.3978], [-9.3558, 3.3723, -4.0281], [-10.0782, 5.3102, -5.4198], [-9.1421, 5.6111, -7.7190], [-7.4630, 3.9821, -8.5939], [-6.6815, 2.0929, -7.1367], [-4.9652, 1.2874, -4.9196], [-3.3136, 1.3364, -3.0448], [-2.8804, 1.2557, -0.6479], [-1.7028, 2.2394, 1.1273], [-1.6942, 3.4917, 3.2887], [-4.3975, 4.3827, 6.4333], [-5.5954, 3.8414, 5.2150], [-4.1279, 2.8681, 5.5171], [-5.9622, 6.1417, 4.2989], [-6.0390, 8.6343, 4.4418], [-3.9424, 9.9210, 4.8933], [-1.7702, 8.7080, 5.1395], [-1.7086, 6.2096, 4.8752], [-5.8268, 4.5218, 2.7238], [-5.7268, 3.6625, 0.4066], [-6.5648, 2.0135, -0.2552], [-8.1482, 2.0808, -2.1432]]}

***

{"formula": "C5H7N2OS", "method": "the ωB97M-V functional and the def2-TZVPD basis", "gap_ev": [7.73, 7.73], "smiles": "Cc1ccc([N+](N)=O)s1", "mol_weight_g_mol": 143.19, "e_homo_ev": [-13.808, -13.808], "charge": 1, "species": ["C", "C", "C", "C", "C", "N", "N", "O", "S", "H", "H", "H", "H", "H", "H", "H"], "positions_angstrom": [[-2.7666, -0.8601, -0.1000], [-1.3439, -0.5493, -0.2353], [-0.5351, -0.6817, -1.3567], [0.7001, -0.0404, -1.2007], [0.8327, 0.5501, 0.0626], [2.0856, 0.9957, 0.4148], [2.2505, 1.2404, 1.7435], [3.0185, 1.2332, -0.3447], [-0.5180, 0.2233, 1.0630], [-3.0643, -0.6418, -1.1667], [-2.9275, -2.0275, 0.1008], [-3.2239, -0.5372, 0.7433], [-0.9558, -1.0287, -2.2710], [1.5369, -0.1297, -1.8431], [1.6607, 0.9750, 2.4765], [3.2500, 1.2786, 1.9137]]}

***

{"formula": "C5H6N2O", "method": "the ωB97M-V functional and the def2-TZVPD basis", "gap_ev": 10.33, "smiles": "[H]/N=C1/CC=CN1C=O", "mol_weight_g_mol": 110.12, "e_homo_ev": -9.494, "charge": 0, "species": ["H", "N", "C", "C", "C", "C", "N", "C", "O", "H", "H", "H", "H", "H"], "positions_angstrom": [[-1.5303, 1.6423, -0.2252], [-0.4473, 1.9539, -0.4048], [0.2455, 0.9157, 0.0345], [1.8415, 0.7413, 0.3144], [2.1151, -0.7211, -0.1589], [0.9632, -1.3818, -0.1400], [-0.2439, -0.4846, 0.4072], [-1.6418, -0.8271, -0.0863], [-2.5742, -0.1797, 0.1462], [2.0550, 1.5746, -0.4985], [1.9506, 1.0414, 1.3280], [3.1340, -1.2371, -0.4366], [0.5042, -2.3849, -0.7407], [-1.8230, -1.8459, -0.3952]]}

***

{"formula": "C17H12N3O2", "method": "the ωB97M-V functional and the def2-TZVPD basis", "gap_ev": 4.60, "mol_weight_g_mol": 290.30, "e_homo_ev": -3.274, "charge": -1, "species": ["C", "C", "C", "N", "C", "N", "C", "C", "C", "C", "C", "C", "H", "H", "H", "H", "H", "H", "C", "N", "O", "O", "C", "C", "C", "C", "C", "C", "H", "H", "H", "H", "H", "H"], "positions_angstrom": [[0.8078, 1.6588, 1.2128], [1.8078, 2.5652, 1.4233], [3.1801, 2.1773, 1.4645], [4.2910, 1.8101, 1.4918], [1.5427, 3.9351, 1.7269], [1.3258, 5.0612, 1.9724], [-0.5962, 2.0455, 1.2280], [-1.0640, 3.2337, 0.6212], [-2.4089, 3.5880, 0.6763], [-3.3280, 2.7623, 1.3413], [-2.8833, 1.5746, 1.9445], [-1.5402, 1.2195, 1.8774], [1.0574, 0.6030, 1.0859], [-0.3609, 3.8707, 0.0854], [-2.7427, 4.5141, 0.2049], [-4.3806, 3.0439, 1.3894], [-3.5922, 0.9282, 2.4670], [-1.1734, 0.3111, 2.3576], [1.8410, -1.3555, -1.7340], [3.0137, -1.4035, -1.0261], [3.8952, -0.5022, -1.1766], [3.2221, -2.3612, -0.2204], [0.8367, -2.3636, -1.6507], [0.9264, -3.4782, -0.7816], [-0.0513, -4.4703, -0.7883], [-1.1593, -4.3732, -1.6426], [-1.3009, -3.2514, -2.4764], [-0.3194, -2.2668, -2.4819], [1.7620, -0.5264, -2.4301], [1.7935, -3.5313, -0.1319], [0.0642, -5.3230, -0.1201], [-1.9106, -5.1634, -1.6644], [-2.1734, -3.1482, -3.1243], [-0.3822, -1.3843, -3.1212]]}

***

{"formula": "C6H8", "method": "the ωB97M-V functional and the def2-TZVPD basis", "gap_ev": 10.87, "smiles": "C#CCC1CC1", "mol_weight_g_mol": 80.13, "e_homo_ev": -9.786, "charge": 0, "species": ["C", "C", "C", "C", "C", "C", "H", "H", "H", "H", "H", "H", "H", "H"], "positions_angstrom": [[-2.8274, 0.5213, 0.8413], [-1.9562, -0.0205, 0.2073], [-0.7427, -0.7896, -0.0345], [0.4201, -0.0712, -0.7121], [1.8271, -0.3703, -0.2709], [1.2011, 0.9594, 0.0456], [-3.7077, 1.0631, 1.0639], [-0.6321, -0.9504, 1.0485], [-0.9329, -1.7553, -0.5228], [0.2971, 0.1225, -1.7790], [2.6211, -0.3982, -1.0143], [1.9483, -1.0862, 0.5369], [0.8931, 1.1569, 1.0679], [1.5591, 1.8339, -0.4911]]}

***

The records above give, respectively, energy above the lowest of the compared OMol25 structures with the same formula, charge and spin values of 37.6, 50.7, 88.8, 79.3, 0.0, 51.7 kcal per mole.